# 1
48
Properties=species:S:1:pos:R:3:forces:R:3:mulliken_spin:R:1 method="wB97M-V/def2-TZVPD" homo_energy_ev="-6.68 / -7.63" s2=6.11 e_lumo_ha="-0.0078 / -0.0436" spin_multiplicity=5
O -0.1513 -1.3574 -3.7917 0.282 -1.265 -1.401 0.195
H -0.4604 -1.4683 -4.7021 -0.006 -0.054 0.071 -0.005
Fe -0.2224 0.1395 -0.7612 0.213 -0.659 1.934 1.825
N 1.3723 -0.8791 -0.9825 0.853 0.070 -0.118 0.136
N -0.8172 -1.6017 -0.0055 0.330 -1.284 0.509 0.278
N 0.7243 1.7588 -0.4281 -0.915 2.404 1.772 -0.101
N -1.3762 0.9912 0.6479 0.403 3.210 0.951 0.055
O 2.5900 -0.4757 -1.0854 -1.613 -0.558 -0.129 0.350
O 2.0080 2.0151 -0.7361 0.309 -0.852 -0.440 -0.015
O -2.2860 0.4137 1.4430 -0.275 -0.889 -0.471 0.022
O -1.7773 -1.9153 0.8220 0.618 0.432 -1.162 0.277
C -0.0812 -2.6428 -0.4832 0.404 0.933 -0.510 0.007
C 1.1383 -2.2290 -1.0700 -0.821 0.016 0.361 0.118
C 0.0839 2.7291 0.2553 1.909 -1.738 -1.726 0.114
C -1.0793 2.2693 0.9458 -1.495 -2.938 -0.590 0.058
C 2.1188 -3.0562 -1.7952 0.262 -0.620 0.114 0.012
H 2.1040 -2.7751 -2.8562 0.022 0.020 0.211 0.011
H 1.8607 -4.1148 -1.7113 0.149 0.157 -0.067 0.001
H 3.1270 -2.8905 -1.4001 -0.175 -0.033 -0.135 0.007
C -0.6141 -4.0227 -0.3630 0.235 -0.531 -0.004 0.013
H -1.5880 -4.1084 -0.8624 0.167 0.132 0.171 -0.005
H -0.7503 -4.3026 0.6887 -0.027 0.103 -0.206 -0.002
H 0.0631 -4.7462 -0.8240 -0.108 0.120 0.090 0.000
C 0.6598 4.0851 0.3989 0.149 0.427 0.135 -0.008
C -1.8131 3.0588 1.9751 -0.051 0.301 0.369 0.003
H 1.3690 4.2700 -0.4121 -0.081 -0.023 0.228 0.003
H 1.1854 4.1970 1.3591 -0.026 -0.019 -0.230 0.012
H -0.1260 4.8500 0.3682 0.104 -0.203 0.032 0.003
H -2.3831 2.4137 2.6524 0.223 0.044 -0.313 0.000
H -2.5186 3.7676 1.5187 0.152 -0.184 -0.034 0.001
H -1.1164 3.6524 2.5807 -0.091 -0.116 -0.154 0.000
H 2.3643 1.0523 -0.9459 -0.196 1.077 -0.088 0.005
H -2.1766 -0.6319 1.1914 -0.310 0.807 0.356 0.001
C -1.3235 -0.0038 -2.3309 -2.596 1.993 1.840 0.505
H -0.9784 -0.8951 -3.2102 1.038 -0.667 -0.314 0.099
H -1.3175 0.9507 -2.8790 -0.128 -0.429 -0.091 0.008
H -2.3583 -0.2723 -2.0449 -0.010 0.062 -0.255 0.006
O 1.0254 0.7849 -3.0342 0.659 0.203 -1.366 0.008
H 0.6852 -0.0214 -3.5481 0.419 1.021 0.508 -0.016
H 1.1516 1.5217 -3.6539 -0.025 -0.472 0.231 0.002
N 0.5338 1.0378 3.8574 -0.023 -0.143 0.186 0.001
C 0.4246 -0.1535 3.1646 0.448 -0.119 -1.037 0.006
N -0.2908 -1.1068 3.8598 -0.196 0.146 -0.090 0.002
O 0.9200 -0.3314 2.0471 -0.573 0.187 1.503 0.007
H 0.4727 0.9687 4.8693 0.119 0.187 -0.415 0.000
H 1.2387 1.6582 3.4963 0.078 -0.004 0.048 0.000
H -0.6341 -1.8509 3.2685 -0.010 0.033 0.026 -0.001
H -0.9808 -0.7326 4.5068 0.203 -0.285 -0.300 0.000

# 2
37
Properties=species:S:1:pos:R:3:forces:R:3:nbo_charge:R:1 method="wB97M-V/def2-TZVPD" homo_energy_ev="-12.59 / -9.81" e_lumo_ha="-0.0845 / -0.2084" total_charge=+1 spin_multiplicity=1
C 0.4445 -2.5751 -1.4997 0.338 0.937 3.545 -0.656
C 1.1476 -1.4452 -0.8673 0.450 0.066 0.518 0.015
C 0.8337 -2.3980 3.3606 1.421 -2.518 0.700 -0.629
C -3.2009 3.2411 -1.9844 2.534 2.750 3.588 -0.647
C 2.9245 0.5245 0.5342 -0.237 -1.222 -3.817 -0.591
C 0.4078 1.2976 0.9397 0.161 -1.280 -0.123 -0.618
C -0.2655 -1.5831 2.6762 4.595 0.989 0.088 -0.236
C -2.6962 1.8003 -2.1307 -3.507 2.328 -3.929 -0.227
C 1.5766 0.1982 1.0669 -2.119 0.544 -2.356 -0.275
C 1.0464 -1.1038 0.4618 -0.516 3.235 3.187 0.277
N 0.2121 -1.7185 1.2593 -1.723 -1.953 -0.537 -0.391
N -0.4768 1.0535 -2.1933 0.968 -2.077 2.923 -0.562
N -1.4134 1.7130 -2.7329 -2.279 1.536 -1.971 -0.300
H 0.1804 -3.3051 -0.7295 -0.497 -0.012 -0.304 0.196
H -0.3787 -2.1078 -1.9300 -1.735 0.101 -1.426 0.271
H 1.7065 -0.6852 -1.3617 0.330 -0.084 -1.051 0.220
H 0.7269 -3.4503 2.9321 0.633 1.164 0.084 0.209
H 1.9399 -2.0131 3.1670 -2.526 -0.743 0.556 0.229
H 0.6608 -2.7115 4.4312 0.205 1.271 -0.791 0.255
H -3.4098 3.8949 -2.8231 0.439 -0.582 -0.805 0.228
H -4.0797 3.4338 -1.3602 -0.175 -1.036 -0.055 0.240
H -2.4019 3.8516 -1.3096 -1.455 -1.163 -1.674 0.196
H 3.5713 -0.3199 0.7648 0.529 0.478 0.517 0.224
H 3.1556 1.4683 0.9008 1.311 1.490 0.660 0.235
H 3.0021 0.5496 -0.6363 -0.340 0.399 2.015 0.192
H -0.6293 0.9631 1.4154 2.420 0.867 -1.020 0.216
H 0.3473 1.3982 -0.1276 -1.014 0.137 -0.549 0.244
H 0.7770 2.2791 1.2447 -0.222 -0.236 0.692 0.231
H -1.1953 -1.9757 2.9585 -1.540 -0.454 -0.691 0.248
H -0.1157 -0.5590 3.0197 -0.590 0.061 -0.450 0.233
H -3.5988 1.4611 -2.7980 1.991 -0.792 0.782 0.191
H -2.6380 1.2815 -1.2859 -0.277 -1.983 3.722 0.206
H 1.7515 0.1699 2.0732 0.148 -1.146 2.862 0.217
H 1.1222 -3.0605 -2.0687 1.666 -1.497 -2.752 0.253
H 0.3925 0.8093 -2.6160 0.154 0.829 -1.643 0.341
H -1.5097 2.2441 -3.5737 1.648 0.078 -1.170 0.364
H 0.0827 -2.6208 0.8225 -1.188 -0.485 0.680 0.399

# 3
36
Properties=species:S:1:pos:R:3:forces:R:3:nbo_charge:R:1 method="wB97M-V/def2-TZVPD" homo_energy_ev="-13.26 / -13.27" e_lumo_ha="-0.1902 / -0.1904" total_charge=+1 spin_multiplicity=1
C 1.2397 2.4193 0.9315 -2.004 0.134 -0.114 -0.624
C 1.3496 -0.1596 -2.5657 -1.533 -0.142 1.086 -0.633
C 2.5798 -2.3096 1.0263 0.097 -0.546 -0.206 -0.597
C -2.3973 -0.8573 0.6686 0.680 -0.894 -1.136 -0.630
C -2.4640 1.6114 0.5893 3.232 0.330 1.409 -0.639
C -3.1700 0.3099 -1.4377 -2.084 0.157 1.872 -0.587
C 1.1386 0.9562 1.5133 -0.892 1.129 -0.181 -0.778
C 1.9996 0.2126 -1.2272 0.021 -4.082 -0.440 -0.766
C 1.1861 -1.9945 0.3968 0.803 -0.987 -0.596 -0.841
C -2.2097 0.3713 -0.2194 -1.946 -1.493 0.097 0.231
O -1.0986 0.1979 -0.9847 5.016 0.034 1.827 -0.572
P 0.9242 -0.2807 0.1374 -2.263 2.449 -1.091 1.648
H 0.9417 3.1920 1.7192 0.194 -1.252 -1.055 0.255
H 2.1959 2.7335 0.5623 0.703 -0.287 -0.062 0.229
H 0.5275 2.4608 0.0563 0.563 0.474 0.953 0.219
H 1.5232 0.4676 -3.3778 1.233 1.407 -1.121 0.243
H 1.5300 -1.1420 -2.9151 0.240 -1.135 -0.024 0.220
H 0.2814 -0.0042 -2.4428 -0.098 -0.462 -0.145 0.254
H 3.1365 -1.4038 0.9939 1.044 0.636 0.213 0.200
H 2.4794 -2.5975 2.1463 0.274 0.068 -2.246 0.252
H 3.0961 -3.0202 0.3067 -0.468 0.479 1.558 0.257
H -2.2234 -1.8065 0.0685 -0.207 1.098 0.847 0.218
H -1.7685 -0.8339 1.5544 0.662 0.047 0.012 0.201
H -3.3622 -0.8514 1.0910 -1.441 -0.250 0.257 0.231
H -1.4241 1.9583 0.9163 -1.408 -0.068 -0.200 0.197
H -2.9884 1.3638 1.4929 -0.281 -0.210 0.458 0.228
H -2.9652 2.4508 0.1905 -0.417 0.715 -1.122 0.237
H -3.1102 -0.7669 -1.7669 -0.413 1.646 -0.607 0.235
H -4.2035 0.5925 -0.9722 1.477 -0.882 -1.050 0.229
H -2.8990 1.1932 -2.0404 -0.146 -1.051 -0.570 0.238
H 0.1281 0.9231 2.0227 1.444 -0.221 0.068 0.271
H 2.0243 0.8732 2.1713 -0.705 -0.917 -0.128 0.285
H 1.9803 1.2323 -1.1602 1.145 2.642 0.288 0.257
H 2.9342 -0.4306 -1.0615 -0.702 1.748 -0.171 0.266
H 0.5915 -2.5449 1.0494 -2.137 -0.314 0.752 0.289
H 1.0227 -2.3950 -0.6281 0.316 0.000 0.569 0.278

# 4
47
Properties=species:S:1:pos:R:3:forces:R:3:mulliken_spin:R:1 method="wB97M-V/def2-TZVPD" homo_energy_ev="0.86 / -0.94" s2=0.76 e_lumo_ha="0.1767 / 0.1767" total_charge=-2 spin_multiplicity=2
O -0.7523 0.7754 1.3865 -0.388 0.271 1.805 -0.008
V -0.4609 -0.1682 0.1109 -1.705 -4.221 3.991 0.945
O 0.2255 0.8334 -0.8684 2.460 2.373 -4.347 0.032
C -3.4319 -0.8304 -0.3204 2.364 -2.368 -0.302 -0.025
O -2.8508 0.4163 -0.5724 -1.245 1.721 -0.005 0.025
O -2.3462 -1.6469 0.0763 -2.174 2.014 -0.119 0.002
C -4.7335 -0.7643 0.6457 3.205 -2.244 -1.248 -0.001
F -5.3324 -2.0236 0.6802 0.078 1.127 -0.053 0.000
F -4.3081 -0.5153 1.8677 -0.890 0.633 0.650 0.000
F -5.6676 0.0920 0.2264 -0.476 0.380 0.411 0.000
C -3.4616 1.3969 -1.4467 0.607 -1.321 0.662 -0.003
C -2.6100 2.5915 -1.2902 1.018 2.015 0.381 -0.004
H -3.0000 3.5192 -1.7091 -0.515 -0.074 -0.582 0.000
H -2.4643 2.8845 -0.2504 -0.008 -0.546 0.270 0.000
H -1.6028 2.4829 -1.6924 -0.013 -0.429 0.052 0.005
H -4.5003 1.5985 -1.1848 -0.100 -0.135 -0.068 0.003
H -3.3576 1.0221 -2.4649 -0.475 -0.130 -0.330 -0.001
H -3.7312 -1.2409 -1.2848 -1.190 -0.053 -0.493 -0.008
C 1.4379 -2.6365 3.1726 0.251 1.147 -0.059 -0.002
C 1.6483 -2.1809 1.6988 -1.839 0.410 -0.338 0.012
C 2.8952 -2.7931 1.0797 0.386 -1.273 -0.724 -0.003
O 0.4273 -2.2038 0.9858 1.441 0.389 -0.260 0.003
H 1.0996 -3.6607 3.3292 0.272 -0.201 -0.363 0.000
H 0.7152 -2.0060 3.6907 -0.442 0.125 -0.468 0.001
H 2.3410 -2.3984 3.7345 0.530 -0.553 0.193 0.000
H 2.0452 -1.1665 1.6588 -0.353 0.983 0.961 0.008
H 2.9504 -3.8765 0.9734 -0.535 -0.505 0.003 0.000
H 3.7988 -2.5757 1.6493 0.064 0.456 0.254 -0.001
H 3.0319 -2.4039 0.0708 -0.050 0.195 -0.063 0.004
C 1.8010 3.1745 2.0044 -1.017 0.787 -0.469 0.005
O 3.0343 3.6504 2.5295 0.479 -0.570 0.599 0.000
H 1.0191 3.8070 2.4248 -0.084 0.160 -0.103 0.000
H 1.8197 3.3276 0.9254 -0.270 -0.330 -0.075 0.000
H 1.4654 2.1643 2.2391 0.560 -0.234 -0.025 0.000
H 3.5771 2.8694 2.6596 0.207 0.083 -0.034 0.000
C 3.7894 0.9943 -1.5100 -0.001 1.130 -0.596 -0.010
O 4.9736 1.3659 -0.7865 0.056 -0.622 0.534 0.000
H 3.0523 0.5138 -0.8666 0.326 -0.065 0.076 0.017
H 3.3194 1.8951 -1.9049 -0.303 0.140 0.177 0.000
H 3.9989 0.4094 -2.4056 0.226 -0.519 0.196 0.000
H 5.5231 2.0024 -1.2497 -0.434 -0.071 -0.316 0.000
C -1.0424 -1.2435 -3.2089 -0.776 1.578 -0.941 0.003
O -0.0799 -1.6537 -2.3303 0.686 -1.138 0.726 0.000
H -1.9683 -0.9096 -2.7405 -0.278 -0.343 0.364 -0.002
H -0.6718 -0.3269 -3.6677 0.104 -0.065 -0.460 -0.001
H -1.2652 -2.0119 -3.9491 -0.115 0.018 -0.395 0.000
H -0.3506 -2.5495 -2.1160 0.354 -0.126 0.936 0.001

# 5
42
Properties=species:S:1:pos:R:3:forces:R:3:nbo_charge:R:1 method="wB97M-V/def2-TZVPD" homo_energy_ev=-9.43 e_lumo_ha=0.0030 smiles="CN(C)C=O.CN(C)C=O.CN(C)C=O.CO" spin_multiplicity=1
C -13.7417 21.9576 23.6865 -0.707 -0.402 -0.268 -0.400
N -12.4911 22.0299 24.3203 3.542 0.989 2.677 -0.443
C -11.7407 20.8129 24.8628 -1.722 1.060 -1.529 -0.423
C -12.0073 23.2862 24.7364 -0.777 -1.235 -1.379 0.544
O -11.0355 23.5179 25.4068 0.287 -0.401 0.475 -0.611
H -13.7293 21.3118 22.8085 0.037 -0.271 0.043 0.195
H -13.9839 22.9503 23.3070 -0.334 -0.015 0.256 0.214
H -14.4549 21.5908 24.4247 -0.648 0.093 -0.370 0.191
H -10.7749 21.1542 25.2353 -0.087 -0.217 -0.373 0.242
H -12.2712 20.2335 25.6185 -0.276 0.530 0.367 0.187
H -11.7608 20.1513 23.9967 0.912 -0.189 0.018 0.200
H -12.5788 24.0985 24.2613 -0.219 0.037 0.100 0.105
C -12.1342 21.6814 28.3349 0.262 0.233 -0.555 -0.429
N -12.2377 22.8481 29.2332 0.851 -1.334 -0.778 -0.426
C -11.0553 22.9628 30.1126 -1.175 -0.278 0.517 -0.408
C -13.3642 23.5511 29.4119 -1.899 -0.765 0.294 0.536
O -14.4963 23.3073 28.9510 2.352 0.617 0.420 -0.632
H -11.4079 21.9203 27.5581 0.053 0.077 -0.102 0.215
H -13.0355 21.3500 27.8192 -0.307 0.705 0.392 0.226
H -11.7444 20.7961 28.8374 -0.070 0.107 0.432 0.190
H -10.2337 23.6085 29.8026 -0.135 -0.196 -0.511 0.209
H -11.3722 23.2891 31.1031 -0.081 0.248 -0.022 0.207
H -10.7653 21.9224 30.2594 0.637 0.256 0.010 0.205
H -13.1527 24.3204 30.1706 -0.463 0.393 -0.134 0.105
C -10.7418 14.0175 26.8979 0.133 -1.471 0.692 -0.417
N -11.3312 12.7917 26.3035 -0.181 0.929 0.888 -0.413
C -12.0401 11.9074 27.2643 0.271 0.915 -0.894 -0.419
C -11.2844 12.5825 24.9905 -1.110 -3.587 -1.578 0.514
O -11.7760 11.5523 24.4167 1.452 3.392 1.517 -0.647
H -10.0414 13.7385 27.6850 0.028 -0.400 0.221 0.200
H -11.5303 14.5365 27.4429 0.049 0.650 -0.501 0.194
H -10.0798 14.5816 26.2409 -0.824 0.175 -0.448 0.222
H -12.5600 12.5815 27.9450 0.398 -0.189 0.542 0.197
H -12.8512 11.3323 26.8177 0.542 -0.134 -0.468 0.243
H -11.2628 11.2814 27.7027 -0.494 -0.122 0.462 0.210
H -10.6836 13.3617 24.4963 -0.266 -0.155 -0.419 0.116
C -13.9075 18.5112 27.2106 0.282 -1.113 -1.533 -0.255
O -14.2758 17.2347 27.7426 -0.469 0.554 0.699 -0.720
H -14.3405 18.5943 26.2138 -0.217 0.153 -0.257 0.159
H -14.2504 19.4048 27.7322 0.197 -0.592 0.725 0.199
H -12.8365 18.4377 27.0217 0.251 0.895 0.382 0.158
H -13.7026 16.5815 27.3346 -0.074 0.059 -0.011 0.462

# 6
41
Properties=species:S:1:pos:R:3:forces:R:3:nbo_charge:R:1 method="wB97M-V/def2-TZVPD" homo_energy_ev=-7.61 e_lumo_ha=0.0067 spin_multiplicity=1
Zn -9.4413 -5.8467 4.8824 -0.749 -1.149 1.292 1.724
C -10.4180 -5.2387 8.3835 -0.245 0.180 0.060 -0.624
C -9.0884 -5.6505 7.7636 -0.161 0.112 -0.264 -0.038
O -8.9047 -5.0562 6.5187 0.214 0.393 -0.276 -1.084
H -10.4621 -4.1507 8.4931 0.056 -0.054 -0.016 0.197
H -10.6049 -5.6846 9.3658 0.130 -0.058 -0.031 0.194
H -11.2455 -5.5235 7.7260 0.064 -0.057 -0.003 0.184
H -9.0708 -6.7478 7.6840 0.132 0.002 0.188 0.135
H -8.2735 -5.3356 8.4338 -0.016 -0.151 0.059 0.134
C -10.3623 -9.0210 6.6618 -0.213 -0.332 0.209 -0.632
C -10.8006 -8.6831 5.2300 0.037 0.160 0.418 -0.014
O -10.1886 -7.5751 4.6995 0.246 0.214 -0.515 -1.087
H -9.2817 -8.9381 6.7995 0.002 0.081 -0.166 0.193
H -10.6351 -10.0522 6.9251 -0.034 0.087 -0.106 0.195
H -10.8498 -8.3816 7.4034 0.124 0.150 -0.104 0.196
H -11.8998 -8.5420 5.2620 0.029 -0.226 -0.106 0.117
H -10.5990 -9.5652 4.5969 -0.099 0.049 0.005 0.128
C -12.6980 -5.3707 4.9995 0.201 0.054 0.435 -0.245
O -11.4159 -4.8284 4.7296 -0.147 0.351 0.032 -0.569
C -11.4167 -3.9812 3.6231 0.022 0.592 -0.413 -0.070
C -10.0189 -3.4596 3.3602 0.848 -0.115 -0.541 -0.240
N -9.0294 -4.5817 3.2892 -0.018 0.789 -0.222 -0.727
C -7.6294 -4.2157 3.6014 0.105 0.143 0.038 -0.255
C -6.7735 -5.4829 3.5960 -0.482 0.001 -0.022 -0.063
O -7.4942 -6.4665 4.3022 0.380 0.266 -0.205 -0.588
C -6.8536 -7.7056 4.4527 -0.024 -0.557 0.186 -0.242
H -12.5934 -5.9937 5.8837 0.049 -0.209 -0.156 0.215
H -13.0436 -5.9530 4.1449 -0.136 -0.050 0.041 0.183
H -13.3888 -4.5624 5.2598 -0.079 -0.019 -0.250 0.173
H -12.0622 -3.1020 3.7694 -0.080 -0.170 0.116 0.184
H -11.7900 -4.5070 2.7324 0.034 -0.090 0.036 0.171
H -9.6553 -2.7382 4.0914 -0.245 -0.253 0.379 0.221
H -10.0354 -2.9109 2.4099 -0.033 -0.065 0.032 0.192
H -9.0086 -4.9254 2.3338 -0.347 -0.359 0.135 0.385
H -7.6013 -3.7559 4.5905 -0.121 -0.071 0.025 0.242
H -7.2324 -3.5115 2.8639 0.065 0.064 0.060 0.186
H -5.8238 -5.3079 4.1050 0.156 0.123 -0.236 0.195
H -6.6203 -5.8170 2.5606 0.237 -0.030 0.052 0.166
H -7.3894 -8.2477 5.2300 -0.037 0.059 -0.044 0.220
H -5.8133 -7.5772 4.7663 -0.005 0.041 -0.091 0.171
H -6.9155 -8.2962 3.5329 0.142 0.104 -0.030 0.177